{"formula": "C21H38N3O15P2S", "method": "ωB97M-V/def2-TZVPD", "symbols": ["C", "S", "O", "O", "N", "C", "C", "C", "N", "C", "P", "O", "O", "O", "C", "C", "C", "O", "C", "C", "C", "C", "O", "O", "C", "P", "N", "O", "H", "H", "H", "H", "H", "H", "H", "H", "H", "H", "H", "H", "H", "H", "H", "H", "H", "H", "H", "H", "H", "H", "C", "C", "O", "C", "O", "O", "C", "H", "H", "H", "H", "H", "H", "H", "H", "C", "C", "O", "C", "O", "O", "C", "H", "H", "H", "H", "H", "H", "H", "H"], "xyz": [[-0.83976, -5.48519, 3.37209], [-2.19620, -4.23095, 2.85661], [-3.22917, -4.38474, 3.98329], [-2.97551, -4.72608, 1.57146], [-1.39814, -2.70813, 2.66067], [-1.60809, -1.43969, 3.51078], [-2.72166, -1.40370, 4.70724], [-2.27978, -2.15549, 6.09892], [-1.01979, -2.20291, 6.64101], [-0.73620, -0.02758, 3.28836], [-0.97832, 1.52680, 4.43940], [-1.10536, 1.07888, 5.98556], [-2.42873, 2.35431, 3.92031], [0.34651, 2.64647, 4.41814], [0.37454, 0.05157, 2.04545], [1.26548, 1.36686, 1.65344], [2.67569, 1.51401, 2.51584], [3.79620, 0.73248, 1.97440], [0.53369, -1.31067, 1.15006], [1.59520, -1.25239, -0.13523], [0.89441, -0.59809, -1.49943], [-0.54764, 0.12699, -1.22059], [-1.71773, -0.47242, -0.98762], [-0.58090, 1.62766, -1.21244], [-0.36767, -2.64423, 1.51015], [-0.01742, -4.14318, 0.31246], [-0.17972, -3.66069, -1.39468], [1.65975, -4.68655, 0.53699], [-0.59586, -6.17825, 2.45543], [-1.13681, -6.06169, 4.34822], [0.14517, -4.87251, 3.64370], [-3.07562, -0.31101, 5.02823], [-3.71935, -1.86314, 4.23402], [-3.14527, -2.70230, 6.71111], [-0.39512, -1.65566, 6.00953], [-2.62001, 2.05991, 2.97473], [0.14646, 3.47040, 3.87393], [1.57530, 1.44589, 0.52180], [0.56047, 2.31167, 1.84489], [3.02446, 2.64731, 2.61935], [2.44455, 1.09228, 3.59546], [4.09920, 0.03292, 2.65146], [2.05598, -2.29080, -0.41028], [2.53037, -0.54367, 0.08612], [0.74676, -1.37860, -2.36279], [1.60746, 0.24757, -1.94893], [0.23683, 1.97333, -1.67813], [0.78336, -3.46892, -1.74705], [-0.83518, -2.86303, -1.54217], [1.82057, -4.92306, 1.49857], [-3.45063, 7.23620, 0.73939], [-3.19584, 6.30245, -0.43055], [-1.98041, 6.64746, -1.10582], [-0.83543, 6.25896, -0.49014], [-0.75803, 5.64635, 0.56290], [0.21161, 6.69210, -1.23509], [1.48350, 6.43300, -0.64485], [-3.42682, 8.28073, 0.41133], [-4.42399, 7.02882, 1.19592], [-2.68167, 7.12875, 1.50923], [-4.00547, 6.40842, -1.16149], [-3.18136, 5.25178, -0.11604], [1.59620, 5.37489, -0.38760], [1.61664, 7.06258, 0.24049], [2.25558, 6.69376, -1.37436], [0.33313, -2.90209, -8.60061], [0.30332, -1.91953, -7.44334], [0.93603, -2.47446, -6.28401], [2.29274, -2.48025, -6.30105], [3.00191, -2.05351, -7.19834], [2.72613, -3.06674, -5.15779], [4.14170, -3.22579, -5.09393], [-0.09511, -3.86429, -8.30058], [-0.23084, -2.51247, -9.45442], [1.35724, -3.10001, -8.92847], [-0.73768, -1.71482, -7.16875], [0.75984, -0.95956, -7.71366], [4.65842, -2.27650, -5.26811], [4.46324, -3.97989, -5.81911], [4.39866, -3.57830, -4.09094]], "atomic_forces_ev_per_a": [[2.20, 0.36, 0.02], [-7.54, -7.05, -0.37], [3.98, 2.27, -2.38], [4.28, 2.92, 3.89], [3.31, 5.60, -1.12], [1.39, 1.94, -0.21], [-1.15, -0.26, -0.38], [3.04, -0.74, 1.64], [-5.21, 0.69, -3.18], [1.36, -3.14, -3.58], [-1.15, 0.44, 6.29], [0.45, 1.35, -6.76], [3.22, -2.40, -1.09], [-3.06, -1.15, -1.76], [-1.70, -3.05, 0.17], [-0.32, 0.76, 0.16], [-0.28, -0.37, 1.87], [-0.93, -0.69, 1.43], [-2.18, 0.13, 2.85], [0.05, 0.49, -0.11], [-0.26, 1.05, -0.59], [-5.29, -0.54, 0.82], [7.78, 3.41, -1.33], [1.38, -3.79, -0.72], [2.18, 5.25, 0.29], [-0.84, -3.04, 0.07], [1.79, 0.56, 2.04], [-1.55, 1.83, 0.49], [-0.86, 1.46, 1.78], [-0.03, 1.34, -2.12], [-2.14, -1.17, -0.61], [1.43, -2.10, -0.98], [2.34, 0.57, 1.22], [1.92, 1.36, -1.62], [-0.36, -0.31, 0.52], [0.17, 0.65, 1.49], [0.15, -1.35, 0.85], [-0.93, -0.67, 2.20], [1.71, -2.08, -0.33], [-1.03, -2.46, -0.48], [0.41, 1.21, -2.07], [-0.90, 1.82, -1.52], [-1.12, 1.90, 0.80], [-2.27, -1.65, 0.12], [0.15, 1.52, 1.85], [-1.45, -1.94, 1.10], [-1.21, -0.67, 0.76], [-1.15, 0.05, -0.14], [0.68, -0.64, 0.21], [-0.49, 0.36, -1.62], [0.19, 0.14, 0.19], [-0.69, -0.04, 0.43], [1.32, -0.50, 0.30], [-0.41, 0.26, 0.08], [0.03, 0.50, -1.22], [-0.88, -0.48, 0.52], [0.52, 0.04, 0.10], [-0.14, -0.18, -0.05], [0.13, 0.03, -0.13], [-0.12, -0.11, -0.08], [0.43, 0.04, -0.07], [0.21, 0.22, -0.04], [-0.12, 0.20, 0.08], [-0.03, -0.24, -0.05], [-0.39, 0.04, -0.01], [0.21, -0.21, -0.08], [-0.37, 0.20, -0.78], [1.16, 0.07, 0.52], [0.07, 0.14, -0.90], [-1.01, -0.58, 1.48], [-0.50, 0.51, -0.54], [0.63, -0.11, 0.07], [-0.10, 0.21, -0.02], [0.06, -0.04, 0.18], [-0.11, 0.17, 0.03], [0.30, -0.14, 0.26], [0.11, -0.28, 0.11], [-0.15, -0.21, -0.14], [0.01, 0.26, 0.04], [-0.33, 0.04, -0.15]], "fmax_ha_per_bohr": 0.2008, "homo_ev": -11.77, "total_charge": 1, "orbital_gap_ev": 5.97}